No. 1
C5H11NO | the ωB97M-V functional and the def2-TZVPD basis

The value obtained for the highest occupied orbital energy is -7.7966 eV. Its net charge is 0. The calculation puts the gap between HOMO and LUMO at 0.26957 hartree. The total energy comes out at -326.883516 hartree.

```
18
Properties=species:S:1:pos:R:3:forces:R:3:mulliken_charge:R:1
C 0.335 2.427 -0.205 0.952 -1.758 -0.377 -1.028
C -0.921 1.717 0.255 -2.897 1.653 1.518 -0.404
N -0.751 0.504 1.080 0.148 -2.062 -0.997 -0.444
C -0.128 -1.883 1.310 -0.060 2.040 1.031 -0.794
C -0.579 -0.855 0.493 -3.382 1.514 1.213 -0.040
C 0.560 -0.443 -1.354 -6.853 2.688 -5.136 0.160
O -0.467 -0.078 -1.948 8.041 -2.045 2.557 -0.310
H 0.296 2.618 -1.248 -0.200 0.575 -1.014 0.328
H 0.752 3.281 0.305 -0.622 0.327 0.514 0.350
H 1.106 1.668 -0.146 0.617 -0.121 0.030 0.308
H -1.503 2.572 0.831 0.728 -2.044 -0.537 0.263
H -1.670 1.430 -0.521 1.017 0.395 0.208 0.330
H -0.007 0.578 1.752 0.051 0.329 0.271 0.329
H 1.913 -4.614 -1.646 -0.182 1.822 -0.452 0.171
H 0.753 -2.360 0.885 -0.789 -1.399 0.219 0.291
H -0.267 -1.700 2.456 1.145 -0.130 -2.079 0.265
H -1.259 -1.027 -0.457 2.107 0.029 2.575 0.392
H 1.837 -3.837 -1.841 0.181 -1.814 0.455 -0.166
```
Positions in Å, forces in eV/Å.

No. 2
C12H12BaN3O4 | the ωB97M-V functional and the def2-TZVPD basis

The value obtained for the highest occupied orbital energy is -11.7137 eV. Its net charge is +1. The calculation puts the gap between HOMO and LUMO at 0.31311 hartree. The total energy comes out at -955.111814 hartree.

```
32
Properties=species:S:1:pos:R:3:forces:R:3:mulliken_charge:R:1
Ba 1.428 -0.110 1.354 0.009 -0.180 0.147 1.780
O 3.731 -0.344 -2.469 -0.036 -0.063 -0.053 -0.616
C 2.852 -0.382 -1.638 0.248 0.272 0.028 0.482
O 2.822 0.271 -0.516 -0.192 -0.082 0.051 -0.744
C 1.639 -1.274 -1.907 -0.141 -0.036 0.040 0.338
C 1.595 -1.999 -3.113 -0.001 -0.024 -0.043 -0.510
C 0.517 -2.792 -3.365 0.007 0.008 0.000 -0.566
C -0.535 -2.870 -2.423 -0.001 -0.005 0.026 1.277
C -1.687 -3.664 -2.624 -0.027 -0.014 0.008 -0.752
C -2.677 -3.702 -1.684 0.019 -0.003 -0.010 -0.603
C -2.558 -2.943 -0.501 0.006 0.008 -0.002 -0.639
C -1.454 -2.167 -0.283 -0.072 -0.030 0.026 -0.447
C -0.414 -2.115 -1.237 0.106 0.062 -0.068 0.398
N 0.683 -1.329 -0.998 -0.002 -0.021 -0.009 -0.628
H 2.426 -1.898 -3.795 -0.001 0.009 0.002 0.497
H 0.451 -3.366 -4.282 -0.007 -0.003 0.000 0.431
H -1.769 -4.240 -3.537 -0.003 -0.001 0.001 0.393
H -3.557 -4.310 -1.841 0.003 -0.001 -0.006 0.403
H -3.353 -2.973 0.232 0.011 0.007 0.010 0.399
H -1.389 -1.571 0.623 0.025 0.009 -0.005 0.102
C -0.989 4.604 4.072 0.002 0.036 0.000 -0.786
O -0.790 3.183 4.014 0.004 -0.009 0.009 -0.312
C -0.020 2.630 3.099 -0.005 -0.013 -0.050 0.603
O 0.102 1.410 3.072 0.046 0.088 -0.109 -0.626
N 0.605 3.447 2.209 -0.039 -0.047 0.083 0.073
N 1.443 2.868 1.247 0.017 0.025 -0.029 -0.680
H -1.676 4.764 4.895 0.001 -0.008 -0.004 0.240
H -1.443 4.968 3.150 0.001 0.001 0.000 0.375
H -0.052 5.119 4.285 0.004 -0.011 -0.006 0.366
H 0.529 4.448 2.269 0.024 0.021 -0.024 0.223
H 2.396 3.194 1.373 0.003 0.010 0.000 0.261
H 1.144 3.146 0.317 -0.011 -0.005 -0.011 0.266
```
Positions in Å, forces in eV/Å.

Number 1: largest force on an atom 8.976 eV/A. Number 2: largest force on an atom 0.370 eV/A.